Record 1
8
Properties=species:S:1:pos:R:3:forces:R:3 method="wB97M-V/def2-TZVPD" total_energy_ev=-22222.564 mol_weight_g_mol=229.02 multiplicity=2
C -0.308277 0.259376 -1.281468 0.1 0.0 0.7
O -1.410858 0.832348 -1.652260 -0.4 -0.4 0.8
Ce -1.060337 -0.111360 1.520945 -2.4 0.4 -2.3
F 0.740014 -0.373778 2.245918 3.1 -0.5 1.6
C 0.765895 -0.222495 -0.914223 -0.1 0.3 0.7
O 1.954546 -0.594117 -0.561191 -0.3 -0.1 0.4
Li 2.189566 -0.507353 1.239041 0.4 -0.1 -0.9
Li -2.870550 0.717380 -0.596762 -0.3 0.4 -1.1



Record 2
10
Properties=species:S:1:pos:R:3:forces:R:3 method="wB97M-V/def2-TZVPD" total_energy_ev=-40851.755 mol_weight_g_mol=197.93 relative_energy_kj_mol=111.30
C 0.318147 0.619211 0.472176 -2.9 0.2 -3.0
C -0.700588 -0.085256 -1.107362 0.8 0.4 2.4
N 0.691574 -0.609692 1.197477 2.8 -0.3 -1.5
O 1.840192 -1.006267 1.021616 -0.8 0.3 0.4
O -0.192097 -1.168412 1.736582 -1.5 -1.0 1.3
F -0.685424 1.204472 1.135820 0.6 0.2 0.0
F -1.974481 -0.048513 -0.743129 0.0 0.6 0.3
F -0.396900 -1.370403 -1.169242 0.7 -0.1 -0.5
Cl 1.601121 1.676190 0.059971 -0.2 -0.2 0.1
Cl -0.501544 0.788671 -2.603909 0.4 -0.2 0.5



Record 3
11
Properties=species:S:1:pos:R:3:forces:R:3 method="wB97M-V/def2-TZVPD" total_energy_ev=-98823.778 smiles="N#CC(Cl)(Cl)Cl.S=P(Cl)(Cl)Cl" mol_weight_g_mol=313.79
C -1.269523 0.406736 -0.053000 -0.4 0.1 -0.1
C -2.681273 0.064037 -0.067563 -1.2 -0.2 -0.5
N -0.156423 0.633458 0.079420 -0.4 0.2 0.0
P 2.935033 -0.182330 0.034268 1.0 0.1 -0.3
S 4.837832 -0.631574 -0.126667 -1.9 0.5 0.1
Cl 2.439778 1.478215 1.124142 0.7 -0.5 -0.3
Cl -3.625676 1.321518 0.779201 0.4 -0.2 -0.3
Cl -3.374267 -0.190459 -1.730728 0.7 0.5 0.6
Cl -2.861833 -1.475735 0.759303 0.1 -0.3 0.4
Cl 1.945408 0.176014 -1.749232 0.9 -0.4 0.6
Cl 1.810947 -1.599877 0.950853 0.2 0.2 -0.3



Record 4
6
Properties=species:S:1:pos:R:3:forces:R:3 method="wB97M-V/def2-TZVPD" total_energy_ev=-21520.055 smiles=N#CC(F)(F)Cl mol_weight_g_mol=111.48 relative_energy_kj_mol=49.33
C 0.629533 -0.326669 -0.563029 -3.0 1.2 1.6
C -0.424455 0.294258 0.393276 -0.1 1.5 -1.4
N 1.311476 -0.922943 -1.249334 0.9 -0.5 -0.7
F -0.184359 -0.161145 1.588477 0.0 -0.1 0.7
F -1.761474 0.032190 0.096271 2.8 0.4 0.0
Cl -0.154957 2.203493 0.404975 -0.5 -2.5 -0.1